10
Properties=species:S:1:pos:R:3:forces:R:3 method="wB97M-V/def2-TZVPD" fmax_ev_per_a=4.3 de_lowest_ev=4.229 energy_ev=-20705.3098 total_charge=0 lumo_energy_ha=-0.03419
C 0.1242 -0.2577 -0.6894 1.3 1.3 3.9
C -1.2018 0.3404 -0.2457 1.9 2.2 0.3
C 0.8177 -1.0532 0.3851 0.5 -2.9 1.3
N -1.3054 1.3510 0.5401 1.0 -2.2 -0.9
N 1.2414 0.1870 0.4331 1.1 2.3 -2.3
O 0.9891 -2.1223 0.9224 -0.4 1.1 -1.0
Cl 2.9375 0.8379 0.1580 -2.1 -1.2 0.3
H 0.4154 -0.6021 -1.6594 -0.1 0.3 -0.7
H -1.8278 -0.2708 -0.8102 -2.8 -0.7 -0.2
H -2.1903 1.5898 0.9659 -0.6 -0.2 -0.7